# 1
# C3H4INO

C3H4INO in the gas phase at a distorted geometry (wB97M-V/def2-TZVPD, the Open Molecules 2025 dataset).

```
10
Properties=species:S:1:pos:R:3:forces:R:3
C -0.325 0.248 0.162 1.902 0.120 2.596
C 1.872 -0.612 0.586 2.951 -2.040 6.880
C -1.603 0.161 -0.537 -0.820 -1.886 -1.202
N 0.685 -0.519 0.116 -3.272 -0.366 -2.590
O 2.172 -1.142 1.750 -1.008 2.399 -5.852
I 3.292 0.287 -0.741 0.077 -0.223 0.250
H -0.157 0.999 0.951 -0.694 0.474 -0.455
H -2.484 -0.302 0.014 1.522 -0.227 -0.544
H -1.431 -0.214 -1.575 -0.391 -0.506 0.977
H -2.021 1.094 -0.725 -0.267 2.256 -0.060
```
Positions in Å, forces in eV/Å.

Output
SMILES string = C/C=N/C(=O)I
E_HOMO = -9.659 eV
Frontier orbital gap = 9.368 eV

***

# 2
# C26H26Cl2CoF5PS2

A molecular structure, C26H26Cl2CoF5PS2 (wB97M-V/def2-TZVPD, the Open Molecules 2025 dataset).

```
63
Properties=species:S:1:pos:R:3:forces:R:3
Co 0.149 0.022 0.167 0.195 0.149 0.087
Cl -0.710 -0.444 2.377 -0.015 0.014 0.247
C 0.755 -0.836 3.295 -0.450 0.125 -0.212
C 0.572 -1.063 4.647 -0.049 0.046 -0.143
C 1.683 -1.375 5.399 0.186 -0.058 0.100
C 2.924 -1.451 4.784 0.015 -0.032 0.167
C 3.054 -1.216 3.429 0.396 -0.051 -0.061
Cl 4.644 -1.333 2.745 -0.142 0.032 -0.015
C 1.962 -0.897 2.612 -0.012 0.056 -0.134
S 2.177 -0.609 0.883 -0.013 -0.204 0.244
H -0.411 -0.994 5.093 0.014 0.005 -0.057
H 1.587 -1.561 6.461 0.022 0.005 -0.028
H 3.810 -1.694 5.355 -0.041 0.009 -0.020
F -2.489 -4.918 -3.810 -0.008 0.086 0.047
C -2.440 -3.840 -3.062 0.087 -0.214 -0.125
C -1.204 -3.432 -2.543 -0.202 -0.268 -0.211
F -0.121 -4.136 -2.817 -0.015 0.065 0.042
C -1.170 -2.318 -1.763 -0.054 0.201 0.150
F 0.008 -1.937 -1.253 -0.038 0.020 -0.022
C -2.325 -1.556 -1.463 -0.034 -0.271 -0.187
S -2.264 -0.162 -0.523 0.091 0.188 0.049
C -3.552 -2.010 -2.015 0.099 0.150 0.121
F -4.663 -1.346 -1.778 0.046 0.060 0.055
C -3.609 -3.133 -2.800 -0.018 -0.182 -0.127
F -4.753 -3.554 -3.311 0.059 0.038 0.035
C 3.107 2.906 -0.017 -0.032 0.059 0.001
C 1.635 3.323 0.125 0.098 0.020 -0.001
C 1.246 3.199 1.604 0.019 0.054 0.082
C 1.464 4.784 -0.306 0.100 0.080 0.026
P 0.486 2.196 -0.824 -0.342 0.037 0.084
C -1.103 3.105 -0.849 -0.014 0.065 0.014
C -1.518 3.965 -1.866 0.034 0.065 -0.052
C -2.717 4.658 -1.773 0.053 -0.014 0.013
C -3.521 4.521 -0.649 0.012 -0.020 0.004
C -3.122 3.679 0.379 0.078 -0.032 -0.037
C -1.929 2.975 0.272 -0.020 -0.021 0.068
C 1.055 1.853 -2.566 0.004 -0.057 -0.160
C -0.147 1.323 -3.362 -0.053 -0.040 -0.034
C 1.676 3.032 -3.323 0.047 -0.056 -0.073
C 2.091 0.713 -2.491 0.047 0.071 -0.062
H 3.692 3.511 0.682 -0.030 -0.018 -0.031
H 3.505 3.099 -1.011 -0.029 -0.032 -0.024
H 3.276 1.861 0.243 -0.049 -0.009 -0.002
H 1.929 3.824 2.188 -0.052 -0.031 -0.017
H 1.344 2.174 1.972 -0.002 0.014 -0.030
H 0.234 3.561 1.796 0.011 -0.041 -0.017
H 2.158 5.391 0.284 -0.051 -0.012 -0.044
H 0.457 5.155 -0.118 0.007 -0.042 0.007
H 1.701 4.949 -1.358 -0.001 -0.048 0.021
H -0.903 4.117 -2.742 -0.001 0.002 0.018
H -3.016 5.320 -2.576 0.015 -0.030 0.018
H -4.451 5.072 -0.576 0.039 -0.032 0.003
H -3.738 3.569 1.263 0.038 -0.013 -0.036
H -1.634 2.324 1.090 -0.002 -0.010 -0.029
H -0.894 2.088 -3.568 0.036 -0.049 0.016
H -0.648 0.497 -2.847 0.026 0.020 0.011
H 0.216 0.937 -4.319 -0.019 0.035 0.043
H 1.005 3.883 -3.430 -0.035 -0.021 0.031
H 1.932 2.694 -4.332 -0.018 0.020 0.068
H 2.594 3.383 -2.859 0.019 0.004 0.025
H 1.706 -0.189 -2.006 -0.089 0.039 -0.008
H 3.001 1.000 -1.969 0.023 0.036 0.031
H 2.364 0.428 -3.512 0.014 0.039 0.068
```
Positions in Å, forces in eV/Å.

Output
Charge = +1
Multiplicity = 5
⟨S²⟩ = 6.039
E_HOMO (alpha / beta) = -10.728 / -10.926 eV
Frontier orbital gap (alpha / beta) = 7.971 / 4.619 eV

***

# 3
# C16H23N3O3S

C16H23N3O3S in the gas phase at a distorted geometry (wB97M-V/def2-TZVPD, the Open Molecules 2025 dataset).

```
46
Properties=species:S:1:pos:R:3:forces:R:3
C 2.817 -1.901 2.751 -0.019 0.431 -0.081
C 3.180 -0.423 2.839 0.121 -0.370 0.425
H 4.255 -0.302 3.006 -0.186 0.046 0.046
H 2.652 0.066 3.666 0.072 0.023 -0.097
O 2.939 0.262 1.622 -0.136 0.106 -0.363
C 1.676 0.588 1.267 -0.249 0.297 -0.292
C 0.558 0.484 2.086 0.050 0.096 0.063
C -0.704 0.862 1.643 0.068 0.024 0.109
C -0.826 1.333 0.345 -0.550 0.108 -0.356
C 0.282 1.480 -0.468 0.288 -0.038 -0.018
C 1.539 1.115 -0.032 0.083 -0.071 0.193
C 2.749 1.242 -0.903 -0.049 -0.024 0.118
H 2.498 1.716 -1.848 -0.007 0.031 -0.085
H 3.167 0.255 -1.096 0.099 -0.055 -0.070
H 3.514 1.827 -0.398 0.117 0.041 -0.048
H 0.150 1.895 -1.455 0.110 -0.004 -0.089
S -2.435 1.785 -0.273 0.144 0.440 -0.500
O -2.819 3.053 0.280 0.150 0.122 -0.052
O -3.357 0.686 -0.120 0.208 -0.001 -0.042
N -2.169 2.051 -1.921 -0.145 0.130 1.052
H -2.487 2.985 -2.126 -0.047 0.207 0.097
C -2.631 1.060 -2.879 0.028 -0.634 -0.136
C -1.644 -0.110 -2.994 -0.199 0.033 -0.079
H -1.689 -0.499 -4.012 0.066 -0.014 0.014
C -1.922 -1.246 -1.994 -0.428 -0.031 -0.272
N -0.750 -1.654 -1.266 0.200 -0.145 0.182
C -0.680 -1.894 0.061 -0.037 -0.088 0.038
N 0.513 -2.271 0.435 -0.093 -0.166 0.470
C 1.262 -2.280 -0.698 -0.013 -0.033 -0.282
C 0.498 -1.905 -1.764 0.288 -0.106 -0.167
H 0.730 -1.811 -2.804 0.029 0.054 -0.226
H 2.296 -2.559 -0.672 0.250 -0.040 -0.100
H -1.522 -1.785 0.714 -0.303 0.100 0.090
H -2.334 -2.114 -2.522 0.020 0.125 0.085
H -2.657 -0.913 -1.257 0.145 -0.236 -0.175
H -0.639 0.278 -2.830 0.012 -0.021 -0.099
H -3.621 0.682 -2.597 0.029 0.059 -0.182
H -2.711 1.558 -3.847 -0.009 0.057 0.151
C -1.896 0.785 2.539 -0.061 -0.113 0.171
H -1.626 0.406 3.521 -0.001 0.012 0.055
H -2.659 0.143 2.102 -0.064 -0.067 0.103
H -2.339 1.775 2.642 -0.076 0.019 0.121
H 0.645 0.092 3.087 0.011 -0.065 0.110
H 2.870 -2.356 3.736 0.029 -0.077 0.130
H 3.511 -2.414 2.090 0.072 -0.088 -0.072
H 1.816 -2.027 2.342 -0.017 -0.071 0.061
```
Positions in Å, forces in eV/Å.

Output
SMILES string = CCOc1cc(C)c(S(=O)(=O)NCCCn2ccnc2)cc1C
E_HOMO = -8.320 eV
Frontier orbital gap = 8.908 eV

***

# 4
# CH2LiOTm

A molecular structure, CH2LiOTm at a distorted geometry (wB97M-V/def2-TZVPD, the Open Molecules 2025 dataset).

```
6
Properties=species:S:1:pos:R:3:forces:R:3
C -0.258 -0.205 0.495 1.129 -1.207 -3.397
O -0.065 -0.713 -0.613 -1.019 -0.407 3.629
H -0.588 0.815 0.742 -0.458 0.386 -0.448
Tm 0.367 -1.473 2.590 0.138 -0.300 0.364
Li 0.494 0.170 -2.160 -0.066 0.549 0.063
H 0.049 1.407 -1.054 0.276 0.979 -0.210
```
Positions in Å, forces in eV/Å.

Output
Charge = +1
Multiplicity = 4
⟨S²⟩ = 3.899
E_HOMO (alpha / beta) = -10.415 / -11.455 eV
Frontier orbital gap (alpha / beta) = 5.252 / 5.212 eV

***

Q: What is the formula in the fourth record?
A: CH2LiOTm